No. 1
C6H6Cl2OP | the ωB97M-V functional and the def2-TZVPD basis

Output
charge = +1
DFT total energy = -1568.8553 hartree
energy relative to the best compared isomer or geometry (same formula, charge and spin) = 48.5 kcal per mole

The geometry in XYZ format:
```
16
Properties=species:S:1:pos:R:3:forces:R:3
C 0.214 0.924 -0.062 1.094 1.446 1.496
C -0.737 1.074 0.951 -0.541 -1.249 -1.085
C 0.889 -0.298 -0.219 -1.519 1.928 0.258
C -1.119 -0.115 1.648 -2.340 -0.952 3.888
C 0.582 -1.445 0.490 0.521 -3.757 0.152
C -0.435 -1.199 1.323 0.911 2.669 -1.882
O -3.572 -0.501 -1.469 2.098 -2.162 2.177
P -4.103 -0.424 0.045 3.181 -0.296 0.788
Cl -5.863 -1.106 -0.137 -3.305 -1.062 -0.191
Cl -4.405 1.560 0.274 -0.189 1.003 0.033
H 0.657 1.882 -0.482 -0.867 -1.532 -0.017
H -1.342 1.960 1.133 0.452 -0.043 0.167
H 1.559 -0.364 -1.014 1.263 -0.494 -1.110
H -1.844 -0.197 2.609 1.541 0.688 -2.383
H 1.026 -2.442 0.197 -0.499 1.314 0.518
H -3.982 0.092 -2.012 -1.802 2.501 -2.809
```
Positions in Å, forces in eV/Å.

No. 2
C5H14 | the ωB97M-V functional and the def2-TZVPD basis

Output
charge = 0
structure (SMILES) = CCC.CC
DFT total energy = -198.8651 hartree
energy relative to the best compared isomer or geometry (same formula, charge and spin) = 15.1 kcal per mole

The geometry in XYZ format:
```
19
Properties=species:S:1:pos:R:3:forces:R:3
C 0.482 2.003 1.333 -1.092 1.192 -0.078
C -0.471 0.822 1.100 1.419 -0.115 0.446
C 0.147 -0.419 1.762 -0.303 -0.312 0.344
H 1.450 1.776 0.905 0.366 -0.064 0.257
H 0.147 2.935 0.840 -0.058 -0.464 -0.199
H 0.534 2.344 2.375 0.355 -0.620 0.006
H -1.463 0.966 1.536 0.042 0.219 -0.343
H -0.497 0.688 0.020 -0.578 -0.146 -0.016
H -0.476 -1.316 1.616 0.228 0.296 0.163
H 1.165 -0.669 1.457 -0.087 0.189 -0.512
H 0.271 -0.230 2.833 -0.353 -0.093 0.078
C 0.256 -1.526 -1.471 0.880 0.740 0.238
C -0.537 -0.794 -2.587 1.678 -2.023 -1.712
H -0.220 -2.195 -0.755 -0.666 0.415 -0.078
H 1.100 -2.130 -1.833 -0.395 0.090 -0.484
H 0.776 -0.739 -0.930 -0.032 -0.125 0.539
H -1.510 -1.201 -2.824 -0.445 0.265 0.423
H -0.470 0.287 -2.649 -0.338 0.065 0.708
H 0.056 -1.115 -3.482 -0.621 0.491 0.219
```
Positions in Å, forces in eV/Å.

No. 3
C3H8N2OS | the ωB97M-V functional and the def2-TZVPD basis

Output
charge = 0
DFT total energy = -701.7911 hartree
energy relative to the best compared isomer or geometry (same formula, charge and spin) = 179.7 kcal per mole

The geometry in XYZ format:
```
15
Properties=species:S:1:pos:R:3:forces:R:3
C 0.217 -1.530 -0.033 -3.925 -1.750 1.441
C -1.329 -1.099 -0.195 1.945 0.359 -3.201
C 1.005 -0.429 -0.476 1.743 1.511 -0.742
N 0.100 0.825 1.619 0.573 -0.397 0.018
N 0.830 3.245 -0.283 2.490 -1.931 2.629
O -1.347 0.325 -0.450 0.684 0.385 -0.434
S 0.090 1.048 0.111 -1.329 -1.094 -0.493
H 0.260 -1.722 1.031 0.705 -0.143 0.146
H 0.217 -2.465 -0.567 0.969 -0.273 -0.319
H -1.784 -1.640 -1.138 0.391 1.120 2.330
H -1.698 -1.202 0.766 -1.751 -0.897 1.387
H 2.027 -0.390 -0.083 -0.282 0.152 -0.075
H 1.009 -0.455 -1.551 0.239 0.604 -0.623
H 0.086 1.684 2.124 -0.128 0.820 0.306
H 0.318 3.805 -0.874 -2.325 1.534 -2.370
```
Positions in Å, forces in eV/Å.

No. 4
C2H5O3 | the ωB97M-V functional and the def2-TZVPD basis

Output
charge = -1
DFT total energy = -304.9976 hartree
energy relative to the best compared isomer or geometry (same formula, charge and spin) = 6.2 kcal per mole

The geometry in XYZ format:
```
10
Properties=species:S:1:pos:R:3:forces:R:3
O 0.400 -2.754 0.217 -0.917 -0.890 -0.493
H -0.310 -3.252 -0.247 0.806 0.624 0.553
H 0.122 -1.812 0.158 0.313 0.400 -0.016
O -1.972 0.969 -0.617 1.081 -0.356 0.250
O 0.000 0.000 0.000 -0.548 -0.049 -0.397
C -0.954 0.238 -0.804 -1.180 1.090 1.485
C -0.936 -0.447 -2.122 0.135 -0.722 -1.683
H -0.955 -1.541 -1.983 0.161 0.304 -0.130
H -0.018 -0.177 -2.670 -0.205 -0.278 0.150
H -1.808 -0.154 -2.730 0.353 -0.124 0.280
```
Positions in Å, forces in eV/Å.

No. 5
C5H17N4 | the ωB97M-V functional and the def2-TZVPD basis

Output
charge = +1
DFT total energy = -419.3289 hartree
energy relative to the best compared isomer or geometry (same formula, charge and spin) = 64.9 kcal per mole

The geometry in XYZ format:
```
26
Properties=species:S:1:pos:R:3:forces:R:3
C -2.003 0.021 -1.573 4.544 1.614 0.390
C 1.239 2.254 0.161 -1.780 -0.311 -0.620
C 2.125 -2.124 0.173 -2.966 0.029 2.446
C -1.330 0.347 1.707 -1.205 3.376 -0.836
C -1.321 -1.075 -0.673 -2.459 -0.627 -0.986
N 0.949 1.264 -0.894 -0.498 1.027 -0.267
N 0.781 -1.713 -0.276 -0.727 1.110 -1.008
N -0.178 -0.290 1.339 3.631 -2.055 -1.415
N -0.086 -0.885 0.124 1.664 -2.962 -0.544
H -1.209 0.292 -2.390 -1.640 -0.455 1.365
H -2.840 -0.378 -2.037 -1.556 -0.945 -0.704
H -2.251 0.978 -1.069 0.096 -0.761 -0.119
H 0.434 3.013 0.210 0.390 -0.381 -0.148
H 1.205 1.721 1.092 0.540 0.228 0.648
H 2.149 2.736 -0.052 1.311 0.764 0.393
H 2.704 -2.155 -0.731 0.499 -0.271 0.052
H 2.428 -1.466 0.978 1.002 0.101 -0.030
H 1.881 -3.126 0.683 0.869 1.113 -1.094
H -1.464 1.331 1.120 -0.334 -1.455 0.769
H -2.128 -0.345 1.628 -1.150 -0.055 0.099
H -1.162 0.618 2.712 -0.273 0.354 1.306
H -1.199 -1.998 -1.291 0.616 1.130 0.443
H -2.014 -1.452 0.070 -0.450 0.210 0.214
H 1.759 0.658 -0.976 -0.020 0.234 -0.556
H 0.800 1.806 -1.760 0.374 -0.839 0.366
H 0.730 -0.032 1.724 -0.480 -0.175 -0.163
```
Positions in Å, forces in eV/Å.

No. 6
C36H38B2BrF5O5P | the ωB97M-V functional and the def2-TZVPD basis

Output
charge = -1
DFT total energy = -5235.1545 hartree
energy relative to the best compared isomer or geometry (same formula, charge and spin) = 72.8 kcal per mole

The geometry in XYZ format:
```
88
Properties=species:S:1:pos:R:3:forces:R:3
C -1.409 0.399 2.885 0.237 -0.266 0.083
C -1.360 -1.120 3.512 -0.570 -0.721 -1.667
B 0.148 -1.487 4.066 -0.468 -1.520 -0.516
O 0.880 -2.650 3.478 -0.368 2.163 -1.035
B 0.952 -0.623 5.249 0.481 1.173 0.161
C 2.469 -0.346 4.680 0.693 -0.183 0.411
C 3.162 1.050 5.191 7.383 0.427 -3.644
O 4.414 1.305 4.719 -8.013 -1.126 3.455
O 2.591 2.020 6.138 -2.130 0.435 -3.512
C 1.618 2.928 5.458 0.263 1.727 -4.512
C 0.192 3.166 6.298 0.673 -1.119 0.733
O 1.824 3.484 4.250 -1.049 -3.817 7.899
P 0.861 -1.659 6.857 -1.892 -1.485 0.511
O -0.573 -1.132 7.755 2.463 1.926 0.021
Br 2.717 -1.275 8.159 -0.098 0.572 0.120
H -0.641 0.502 1.978 -1.749 -0.310 1.877
H -1.038 1.156 3.701 -0.998 -1.307 -1.612
H -2.506 0.614 2.495 2.370 -0.143 0.838
H -2.204 -1.310 4.317 1.737 0.665 -1.414
H -1.608 -1.855 2.604 0.336 1.592 1.962
H 1.366 -2.344 2.657 -0.926 -0.710 1.359
H 0.362 0.400 5.431 -0.275 0.650 0.148
H 2.434 -0.416 3.491 0.736 0.731 2.564
H 3.164 -1.233 5.073 -1.044 2.154 -1.020
H 0.019 4.286 6.595 0.448 -2.150 -0.990
H -0.703 2.696 5.674 2.141 1.261 1.110
H 0.236 2.534 7.309 0.109 1.380 -2.305
H -0.400 -0.186 8.086 -0.547 -1.867 -0.875
F -1.456 -2.778 0.508 0.037 0.257 -0.205
C -1.619 -4.104 0.610 -0.141 -1.283 0.156
C -1.673 -4.878 -0.544 -0.048 0.070 -0.097
C -1.837 -6.259 -0.438 -0.026 0.149 0.533
C -1.957 -6.850 0.823 0.009 -0.007 -0.064
C -1.906 -6.064 1.975 0.018 0.117 -0.467
C -1.731 -4.684 1.869 -0.041 0.121 0.122
H -1.587 -4.400 -1.515 -0.090 -0.267 0.509
H -1.873 -6.873 -1.334 -0.006 0.126 0.111
H -2.089 -7.926 0.905 0.018 0.182 -0.025
H -2.004 -6.526 2.954 0.051 0.137 -0.160
H -1.681 -4.060 2.754 0.074 -0.053 -0.125
F -0.014 3.624 0.142 -0.231 -0.155 -0.039
C 1.058 4.428 0.133 0.978 0.721 0.055
C 1.608 4.850 1.338 -0.184 -0.038 0.050
C 2.727 5.682 1.328 -0.146 -0.078 -0.497
C 3.278 6.093 0.112 -0.014 -0.012 0.063
C 2.715 5.669 -1.093 -0.099 -0.076 0.368
C 1.603 4.827 -1.083 -0.084 -0.046 -0.013
H 1.162 4.527 2.273 0.109 -0.043 -0.098
H 3.169 6.011 2.266 -0.127 -0.131 -0.137
H 4.148 6.747 0.105 -0.190 -0.148 -0.012
H 3.143 5.993 -2.038 -0.089 -0.103 0.176
H 1.159 4.481 -2.010 0.007 0.004 0.092
F -3.403 -9.500 -1.465 0.025 -0.035 0.141
C -3.562 -9.238 -2.769 -0.128 0.209 -0.976
C -2.602 -9.673 -3.676 0.030 -0.031 0.046
C -2.769 -9.405 -5.034 -0.384 0.205 0.215
C -3.890 -8.694 -5.470 0.051 -0.038 0.029
C -4.845 -8.257 -4.551 0.365 -0.233 0.048
C -4.683 -8.535 -3.194 -0.015 0.003 0.070
H -1.733 -10.217 -3.318 -0.106 0.057 0.011
H -2.028 -9.748 -5.752 -0.107 0.061 0.167
H -4.018 -8.482 -6.529 0.023 -0.035 0.203
H -5.715 -7.701 -4.892 0.150 -0.109 0.104
H -5.421 -8.211 -2.467 0.122 -0.026 -0.028
F 4.444 8.137 -1.914 0.081 0.010 0.049
C 4.280 8.925 -2.985 -0.119 0.603 -0.807
C 2.996 9.259 -3.399 -0.049 -0.037 0.058
C 2.825 10.084 -4.512 0.494 -0.061 0.044
C 3.942 10.557 -5.204 -0.043 -0.024 0.038
C 5.228 10.212 -4.784 -0.395 -0.091 0.154
C 5.398 9.396 -3.665 0.028 -0.043 0.041
H 2.140 8.876 -2.854 0.120 0.013 -0.001
H 1.825 10.357 -4.839 0.169 -0.085 0.088
H 3.809 11.196 -6.074 0.031 -0.122 0.164
H 6.096 10.577 -5.327 -0.140 -0.077 0.134
H 6.390 9.126 -3.319 -0.119 -0.015 -0.004
F -0.954 -3.340 -2.910 0.320 0.077 -0.335
C -1.556 -2.323 -3.540 -0.560 1.001 -0.594
C -1.765 -1.126 -2.863 0.063 -0.036 0.104
C -2.387 -0.065 -3.520 0.007 -0.368 -0.328
C -2.804 -0.216 -4.845 0.028 -0.028 0.053
C -2.595 -1.423 -5.514 0.091 0.148 0.392
C -1.963 -2.480 -4.860 0.028 -0.091 0.037
H -1.442 -1.030 -1.831 -0.012 -0.063 -0.084
H -2.548 0.877 -3.002 0.050 -0.208 -0.045
H -3.293 0.611 -5.355 0.092 -0.158 0.091
H -2.924 -1.539 -6.544 0.087 -0.012 0.184
H -1.784 -3.422 -5.368 -0.009 0.061 0.089
```
Positions in Å, forces in eV/Å.

No. 7
C42H54BrIN2P | the ωB97M-V functional and the def2-TZVPD basis

Output
charge = -1
DFT total energy = -4955.3670 hartree

The geometry in XYZ format:
```
101
Properties=species:S:1:pos:R:3:forces:R:3
C -2.068 0.393 1.132 0.220 0.120 0.497
C -2.014 1.733 0.463 -0.598 -0.225 -0.429
P -3.277 2.146 -0.915 1.048 0.158 -1.057
N -3.679 0.393 -1.175 0.258 -0.040 0.267
Br -4.978 2.221 0.875 -0.592 0.025 0.554
C -4.567 2.718 -2.274 -0.265 0.037 0.671
N -5.668 3.613 -1.909 0.097 0.101 -0.125
C -2.826 4.039 -0.696 -0.011 -0.475 -0.023
C -1.355 4.402 -0.730 -0.331 0.010 0.348
C -1.064 5.600 -1.567 -0.026 0.324 -0.273
I -1.723 7.438 -0.688 -0.093 0.160 0.107
H -1.667 -0.361 0.498 0.072 -0.792 -0.616
H -1.439 0.410 2.014 0.312 0.031 0.487
H -3.056 0.131 1.458 -0.522 -0.167 -0.021
H -1.026 1.853 0.050 0.462 0.172 -0.367
H -2.140 2.476 1.215 -0.146 0.876 0.610
H -2.276 2.042 -1.966 -0.087 0.045 0.087
H -4.627 0.178 -0.901 -0.094 -0.008 -0.055
H -3.544 0.162 -2.150 -0.155 0.060 -0.125
H -5.022 1.845 -2.705 -0.185 -0.530 -0.155
H -3.926 3.156 -3.035 0.432 0.154 -0.323
H -5.311 4.532 -1.674 -0.017 0.021 0.212
H -6.244 3.753 -2.729 -0.180 0.052 -0.069
H -3.290 4.559 -1.518 -0.355 0.268 -0.423
H -3.270 4.423 0.206 -0.332 0.099 0.439
H -1.021 4.606 0.273 0.469 -0.185 0.519
H -0.765 3.594 -1.138 0.313 -0.396 -0.185
H -1.596 5.552 -2.498 -0.189 0.018 -0.488
H -0.020 5.747 -1.768 0.501 0.123 0.005
C -0.341 6.182 4.125 0.042 -0.047 -0.017
C -0.601 7.456 4.606 0.051 0.019 0.025
C -1.883 7.975 4.524 -0.039 0.043 0.004
C -2.902 7.219 3.963 -0.086 0.006 -0.021
C -2.646 5.943 3.480 -0.014 -0.008 -0.017
C -1.360 5.426 3.562 -0.035 0.108 0.030
H 0.661 5.775 4.184 0.009 -0.006 -0.004
H 0.196 8.045 5.043 0.010 0.003 -0.004
H -2.088 8.972 4.894 -0.010 0.003 0.003
H -3.903 7.626 3.897 -0.016 0.007 -0.008
H -3.443 5.356 3.038 0.052 0.000 -0.007
H -1.153 4.439 3.184 0.012 -0.188 -0.081
C -5.810 6.441 -4.284 0.068 -0.046 0.008
C -5.830 7.645 -3.597 0.056 0.032 0.027
C -6.992 8.402 -3.560 -0.005 0.035 0.012
C -8.133 7.953 -4.208 -0.036 0.025 0.002
C -8.113 6.747 -4.892 -0.038 -0.013 -0.020
C -6.951 5.991 -4.931 -0.001 -0.032 -0.037
H -4.906 5.846 -4.305 0.011 -0.025 0.016
H -4.942 7.988 -3.083 0.024 -0.004 0.023
H -7.009 9.340 -3.021 0.000 0.014 0.018
H -9.042 8.541 -4.173 -0.018 0.010 0.000
H -9.006 6.392 -5.391 -0.019 -0.007 -0.012
H -6.935 5.048 -5.460 -0.001 -0.023 -0.001
C 0.444 -2.587 0.323 -0.041 -0.029 0.065
C -0.229 -2.544 -0.889 -0.051 -0.013 -0.020
C 0.485 -2.600 -2.077 -0.016 -0.022 -0.036
C 1.868 -2.707 -2.054 0.001 -0.015 -0.028
C 2.539 -2.755 -0.842 0.081 -0.001 -0.001
C 1.827 -2.691 0.347 0.024 -0.043 0.038
H -0.115 -2.532 1.247 -0.010 0.046 0.014
H -1.307 -2.455 -0.906 -0.019 0.070 0.002
H -0.040 -2.555 -3.022 -0.013 0.008 -0.017
H 2.424 -2.751 -2.982 0.011 0.010 -0.016
H 3.619 -2.836 -0.823 0.020 0.020 0.003
H 2.351 -2.717 1.295 0.014 0.016 0.009
C 6.399 -4.632 2.926 0.017 0.005 0.026
C 5.109 -4.541 2.425 -0.051 0.036 0.061
C 4.837 -4.948 1.128 -0.103 -0.009 -0.033
C 5.855 -5.447 0.330 0.024 -0.025 -0.036
C 7.146 -5.539 0.830 0.020 -0.010 -0.021
C 7.417 -5.130 2.128 0.038 -0.007 0.013
H 6.609 -4.313 3.938 0.003 0.010 0.019
H 4.311 -4.152 3.044 0.007 0.023 0.030
H 3.830 -4.871 0.739 -0.013 -0.008 -0.016
H 5.640 -5.762 -0.682 -0.001 0.001 -0.022
H 7.943 -5.927 0.209 0.020 0.000 -0.011
H 8.425 -5.199 2.517 0.018 -0.006 0.007
C 2.078 -5.742 4.532 0.021 0.003 -0.086
C 0.982 -4.892 4.563 -0.003 0.026 -0.040
C 0.298 -4.688 5.752 -0.034 0.031 0.005
C 0.712 -5.332 6.908 -0.016 0.002 0.038
C 1.809 -6.180 6.877 0.012 -0.013 0.037
C 2.493 -6.386 5.688 0.036 -0.022 0.010
H 2.611 -5.902 3.603 0.007 -0.026 -0.014
H 0.662 -4.388 3.661 -0.013 0.000 -0.022
H -0.557 -4.027 5.776 -0.013 0.018 0.000
H 0.180 -5.171 7.836 -0.012 0.002 0.018
H 2.133 -6.681 7.780 0.003 -0.013 0.019
H 3.348 -7.049 5.661 0.015 -0.009 -0.003
C 7.155 -7.217 -3.005 -0.005 0.014 0.041
C 5.861 -7.121 -3.495 -0.024 0.018 0.034
C 5.581 -7.520 -4.793 -0.043 0.003 -0.019
C 6.594 -8.019 -5.599 -0.006 -0.015 -0.042
C 7.887 -8.117 -5.107 0.030 -0.015 -0.026
C 8.168 -7.715 -3.811 0.045 -0.002 0.014
H 7.374 -6.905 -1.992 0.004 0.001 0.023
H 5.069 -6.734 -2.868 -0.018 0.011 0.008
H 4.573 -7.441 -5.177 -0.021 -0.002 -0.004
H 6.374 -8.331 -6.611 -0.004 -0.005 -0.021
H 8.676 -8.507 -5.736 0.017 -0.005 -0.015
H 9.177 -7.788 -3.428 0.017 -0.005 0.009
```
Positions in Å, forces in eV/Å.